Computed, not measured: C22H34AlFN5O8 as an isolated structure, with ωB97M-V/def2-TZVPD.

Structure (XYZ):
```
71
Properties=species:S:1:pos:R:3:forces:R:3
O 2.2807 -2.0854 -2.3220 2.403 -1.690 -0.511
H 2.5671 -2.8934 -1.8699 0.255 0.673 -0.118
Al -0.0270 -0.3134 -0.0177 -0.958 -0.598 -1.941
N 0.3778 1.5135 -0.8790 -1.777 2.170 0.073
N -1.8357 0.6124 -0.0920 -0.847 1.642 -0.531
O 1.5445 2.0278 -1.0847 0.340 -0.397 0.074
O -3.0281 0.1649 0.4615 0.025 -0.476 0.107
C -0.6830 2.3035 -1.1661 1.990 -1.429 0.501
C -1.9351 1.7831 -0.7112 -0.439 -2.447 1.903
C -0.5135 3.6674 -1.7079 -0.192 0.065 -0.222
C -3.2378 2.5008 -0.7060 -0.293 0.379 -0.338
H 0.4629 3.7295 -2.1896 -0.152 0.142 0.058
H -0.5635 4.3894 -0.8797 0.079 0.072 -0.311
H -1.3152 3.8800 -2.4266 0.219 0.152 0.170
H -3.9330 2.0272 0.0034 0.342 0.316 -0.417
H -3.6788 2.4715 -1.7131 0.016 0.028 0.243
H -3.0912 3.5582 -0.4470 -0.018 -0.240 -0.099
H 2.3358 0.9010 -1.7879 0.795 -0.401 -0.569
H -2.8510 -0.7059 0.8968 0.351 0.636 -0.535
O 0.0518 0.9294 1.7631 0.366 0.458 0.222
H 0.7927 1.5617 1.6897 -0.397 -0.229 -0.057
H -0.7612 1.4458 1.8930 0.240 -0.131 -0.189
C -0.0904 -1.2055 -1.7490 0.511 -0.849 -0.865
H 0.8874 -1.7772 -2.0596 -2.543 1.511 0.857
H -0.3064 -0.5411 -2.6073 -0.114 -0.161 0.220
H -0.8320 -2.0215 -1.7490 -0.269 0.399 0.068
O 2.9278 0.2468 -2.3198 -0.415 0.978 -0.277
H 2.7361 -1.2085 -2.0794 -0.175 -0.801 0.102
H 2.5410 0.1935 -3.2172 0.259 0.217 0.695
F 5.3902 -4.4774 1.4871 -0.930 0.417 0.728
C 4.4302 -3.8570 2.2564 0.339 -0.343 -0.302
C 3.6477 -2.8658 1.7106 -0.021 0.019 0.621
C 2.6041 -2.2951 2.4932 1.057 -0.881 0.779
C 1.4954 -1.6243 1.9083 -0.643 2.084 -1.965
O 1.5711 -1.0192 0.7558 0.089 -1.369 2.417
C 0.3073 -1.6257 2.7107 -0.318 -0.183 0.707
C 0.3885 -1.6598 4.0763 0.874 -0.843 -0.457
N 1.5126 -2.1161 4.6868 0.500 1.159 -1.977
C 1.5063 -2.3699 6.0661 -0.042 -0.386 1.556
C 0.4676 -1.7668 6.9534 -0.195 0.401 0.129
C 0.3541 -3.1960 6.5625 -0.052 -1.031 0.305
C 2.5563 -2.5958 3.8788 -0.927 -0.048 0.042
C 3.3982 -3.5614 4.4220 1.015 -1.187 -0.564
C 4.2250 -4.3421 3.5791 -0.791 1.614 0.171
N 4.6440 -5.5856 4.0326 0.297 -0.411 0.281
C 3.6574 -6.4977 4.5992 0.251 0.656 -0.393
C 4.0156 -6.7970 6.0334 -0.196 0.328 0.148
N 5.4209 -7.3031 6.0195 -0.093 -1.197 0.327
C 6.4600 -6.4600 5.3877 0.291 0.913 -0.312
C 5.9986 -6.1023 3.9764 -0.344 0.127 -0.335
C -1.0550 -1.6649 2.1171 -1.774 1.020 -0.761
O -2.0981 -1.6320 2.7967 1.727 -0.299 -0.384
O -1.0409 -1.6771 0.8152 0.133 -0.007 1.698
H 3.7646 -2.5588 0.6771 -0.044 -0.112 0.023
H -0.4686 -1.4203 4.7005 0.084 -0.198 -0.424
H 2.4809 -2.5104 6.5346 -0.365 0.200 -0.350
H 0.7848 -1.6000 7.9760 -0.114 0.342 -0.170
H -0.2422 -1.0585 6.5219 0.280 -0.164 0.457
H -0.4130 -3.4584 5.8280 0.363 0.003 0.244
H 0.5832 -3.9589 7.3084 -0.326 0.220 -0.151
H 3.3205 -3.8266 5.4834 0.012 -0.084 -0.737
H 3.6460 -7.4290 4.0122 -0.071 -0.020 0.074
H 2.6697 -6.0371 4.5323 0.111 -0.185 0.044
H 4.0166 -5.9120 6.6694 -0.135 0.049 -0.113
H 3.3732 -7.5637 6.4723 0.195 -0.006 0.017
H 5.7030 -7.5466 6.9698 0.050 -0.145 -0.063
H 5.3855 -8.1598 5.4675 0.120 -0.416 0.183
H 7.3984 -7.0179 5.3852 -0.118 0.001 0.058
H 6.5601 -5.5787 6.0181 0.083 0.118 -0.087
H 6.0111 -7.0146 3.3523 0.187 0.204 0.045
H 6.6660 -5.3563 3.5240 -0.161 -0.348 0.176
```
Positions in Å, forces in eV/Å.

Energy above the lowest of the compared OMol25 structures with the same formula, charge and spin   16.26 kcal/mol
Charge   +1
Highest occupied orbital energy   -8.79 eV
Largest force on an atom   3.13 eV Å⁻¹
2S+1   1
LUMO level   -3.646 eV
Calculated total energy   -56502.36697 eV

And the Löwdin charges, in e, turn out to be: atom 1 (O): -0.1337, atom 2 (H): 0.0530, atom 3 (Al): 0.0063, atom 4 (N): -0.0961, atom 5 (N): 0.0039, atom 6 (O): -0.1424, atom 7 (O): -0.0092, atom 8 (C): -0.2482, atom 9 (C): -0.2179, atom 10 (C): -0.0204, atom 11 (C): 0.0054, atom 12 (H): 0.0810, atom 13 (H): 0.0966, atom 14 (H): 0.0905, atom 15 (H): 0.0858, atom 16 (H): 0.1063, atom 17 (H): 0.0921, atom 18 (H): 0.0194, atom 19 (H): 0.1000, atom 20 (O): 0.0674, atom 21 (H): 0.1244, atom 22 (H): 0.1211, atom 23 (C): -0.1306, atom 24 (H): -0.0210, atom 25 (H): 0.0148, atom 26 (H): 0.0114, atom 27 (O): -0.0834, atom 28 (H): -0.0018, atom 29 (H): 0.0820, atom 30 (F): 0.0604, atom 31 (C): -0.1502, atom 32 (C): 0.1206, atom 33 (C): -0.0337, atom 34 (C): -0.1793, atom 35 (O): 0.0831, atom 36 (C): -0.0367, atom 37 (C): 0.0720, atom 38 (N): 0.0137, atom 39 (C): -0.2789, atom 40 (C): -0.0734, atom 41 (C): -0.0780, atom 42 (C): -0.0905, atom 43 (C): 0.0622, atom 44 (C): -0.1446, atom 45 (N): -0.1029, atom 46 (C): -0.1214, atom 47 (C): -0.0878, atom 48 (N): 0.0487, atom 49 (C): -0.0874, atom 50 (C): -0.1147, atom 51 (C): -0.5260, atom 52 (O): 0.0600, atom 53 (O): 0.0103, atom 54 (H): 0.1460, atom 55 (H): 0.1427, atom 56 (H): 0.1443, atom 57 (H): 0.1159, atom 58 (H): 0.1119, atom 59 (H): 0.1235, atom 60 (H): 0.1057, atom 61 (H): 0.1086, atom 62 (H): 0.1428, atom 63 (H): 0.1448, atom 64 (H): 0.1369, atom 65 (H): 0.1457, atom 66 (H): 0.1902, atom 67 (H): 0.1805, atom 68 (H): 0.1454, atom 69 (H): 0.1435, atom 70 (H): 0.1414, atom 71 (H): 0.1485